DFT (wB97M-V/def2-TZVPD) results for a structure of composition C3H6N3P.

Geometry (Å):
C  1.77  0.96  0.32
C  2.30  -0.91  -0.62
C  0.46  0.59  0.07
N  2.70  0.05  0.06
N  0.44  -0.66  -0.53
N  -0.73  1.19  0.33
P  -0.66  -1.94  -0.67
H  2.08  2.01  0.76
H  2.56  -1.86  -0.81
H  -0.88  2.14  -0.03
H  -1.57  0.58  0.19
H  -1.41  -1.56  -1.84
H  -1.96  -1.37  0.02

Properties
Energy relative to the best compared isomer or geometry (same formula, charge and spin), kcal per mole: 73.1
HOMO energy, eV: -7.9625
Charge: 0
Frontier orbital gap, eV: 8.73
DFT total energy, Ha: -623.4225


DFT (wB97M-V/def2-TZVPD) results for an isolated molecule of C21H23N5O6S.

Geometry (Å):
C  -2.97  -0.43  -3.67
H  -2.51  -0.49  -4.66
H  -3.33  0.58  -3.51
H  -3.81  -1.12  -3.63
C  -1.96  -0.80  -2.59
N  -0.80  0.07  -2.52
S  -1.12  1.59  -1.88
O  -2.52  1.73  -1.60
O  -0.48  2.60  -2.67
C  -0.30  1.61  -0.26
C  -1.09  1.50  0.86
C  -0.56  1.75  2.12
C  0.78  2.15  2.26
C  1.56  2.20  1.11
C  1.04  1.94  -0.14
H  1.64  2.03  -1.03
H  2.60  2.49  1.20
C  1.37  2.57  3.56
H  0.61  2.71  4.33
H  1.91  3.51  3.43
H  2.08  1.82  3.90
N  -1.43  1.70  3.24
C  -1.41  0.89  4.33
O  -2.21  1.01  5.23
C  -0.35  -0.22  4.36
N  -0.17  -0.86  3.07
C  -1.23  -1.43  2.45
N  -1.21  -2.00  1.31
C  -0.02  -2.03  0.63
C  0.02  -2.63  -0.63
C  1.21  -2.62  -1.33
C  2.38  -2.07  -0.80
C  2.35  -1.50  0.45
C  1.15  -1.47  1.17
C  1.11  -0.88  2.50
O  2.07  -0.43  3.10
H  3.23  -1.07  0.90
H  3.29  -2.10  -1.38
N  1.25  -3.19  -2.66
O  2.33  -3.31  -3.19
O  0.19  -3.49  -3.16
H  -0.86  -3.09  -1.03
H  -2.17  -1.40  2.99
H  -0.67  -0.94  5.11
H  0.62  0.19  4.66
H  -2.24  2.31  3.20
H  -2.14  1.27  0.74
C  0.06  0.07  -3.70
C  1.49  0.43  -3.36
H  2.15  0.16  -4.18
H  1.82  -0.08  -2.46
H  1.57  1.51  -3.20
H  -0.32  0.76  -4.46
H  0.02  -0.95  -4.11
H  -2.43  -0.76  -1.61
H  -1.59  -1.82  -2.77

Properties
SMILES: CCN(CC)S(=O)(=O)c1ccc(C)c(NC(=O)Cn2cnc3cc([N+](=O)[O-])ccc3c2=O)c1
Energy relative to the best compared isomer or geometry (same formula, charge and spin), kcal per mole: 0.0
HOMO energy, eV: -9.3745
Charge: 0
Frontier orbital gap, eV: 8.13
DFT total energy, Ha: -1937.4078


DFT (wB97M-V/def2-TZVPD) results for an isolated molecule of C4H8O.

Geometry (Å):
C  -1.49  0.45  0.13
C  -0.49  -0.58  -0.51
C  0.81  -0.62  0.31
C  1.84  0.39  -0.08
O  1.56  1.37  -0.74
H  -1.18  1.48  -0.11
H  -1.60  0.44  1.24
H  -2.48  0.27  -0.27
H  -0.93  -1.59  -0.51
H  -0.29  -0.22  -1.52
H  0.20  -0.11  1.04
H  1.21  -1.56  0.71
H  2.86  0.28  0.34

Properties
SMILES: CCCC=O
Energy relative to the best compared isomer or geometry (same formula, charge and spin), kcal per mole: 28.0
HOMO energy, eV: -9.8303
Charge: 0
Frontier orbital gap, eV: 10.88
DFT total energy, Ha: -232.4011


DFT (wB97M-V/def2-TZVPD) results for a structure of composition C3HNO3S4.

Geometry (Å):
C  -2.09  1.29  0.40
C  1.21  -0.55  -0.64
C  -1.33  -1.00  0.27
N  -2.30  -0.02  0.05
O  3.64  -0.93  -0.47
O  2.84  0.64  1.26
O  2.96  1.31  -1.19
S  -3.48  2.22  0.29
S  -1.52  -2.56  -0.11
S  0.32  -0.15  0.70
S  2.82  0.23  -0.20
H  -3.05  -0.48  -0.37

Properties
Energy relative to the best compared isomer or geometry (same formula, charge and spin), kcal per mole: 92.8
HOMO energy, eV: -0.6510
Charge: -2
Frontier orbital gap, eV: 5.70
DFT total energy, Ha: -1988.0426


DFT (wB97M-V/def2-TZVPD) results for a structure of composition C28H31N5O4S2V.

Geometry (Å):
V  1.52  0.02  -0.92
C  -1.26  -4.30  3.99
C  -0.60  -3.24  3.14
C  -0.41  -1.95  3.63
C  0.25  -0.95  2.89
C  0.43  0.38  3.33
N  -0.28  0.97  4.36
C  -1.73  0.82  4.49
C  -2.48  0.70  3.16
C  -2.17  1.83  2.18
N  -1.96  1.34  0.81
C  -2.75  1.57  -0.19
C  -2.50  1.23  -1.55
C  -3.40  1.64  -2.55
C  -3.13  1.49  -3.88
C  -4.08  1.94  -4.96
C  -1.87  0.95  -4.21
C  -0.95  0.55  -3.28
C  0.37  0.08  -3.72
N  1.40  -0.10  -2.99
C  2.57  -0.69  -3.68
C  2.91  -2.08  -3.12
C  1.75  -2.79  -2.45
N  1.39  -2.17  -1.16
C  0.94  -2.95  -0.25
C  0.51  -2.56  1.09
C  -0.14  -3.54  1.88
C  0.74  -1.29  1.60
O  1.36  -0.34  0.92
C  -1.27  0.62  -1.90
O  -0.50  0.15  -0.99
H  -1.83  -3.85  4.81
H  -0.53  -4.97  4.44
H  -1.95  -4.91  3.41
H  -0.75  -1.72  4.64
H  1.17  1.00  2.83
H  0.04  1.89  4.59
H  -2.08  1.68  5.06
H  -1.99  -0.06  5.09
H  -3.55  0.67  3.36
H  -2.22  -0.25  2.69
H  -1.24  2.34  2.45
H  -2.95  2.59  2.14
H  -1.10  0.83  0.59
H  -3.65  2.13  0.04
H  -4.34  2.10  -2.24
H  -5.09  2.09  -4.56
H  -4.16  1.19  -5.75
H  -3.76  2.87  -5.42
H  -1.60  0.86  -5.26
H  0.45  -0.11  -4.79
H  3.41  -0.01  -3.56
H  2.34  -0.76  -4.75
H  3.73  -2.00  -2.40
H  3.27  -2.70  -3.94
H  2.00  -3.84  -2.29
H  0.86  -2.77  -3.09
H  0.85  -4.01  -0.48
H  -0.28  -4.53  1.46
C  3.53  3.23  2.11
O  2.46  2.72  1.29
C  2.73  2.73  -0.03
O  3.74  3.16  -0.51
H  3.07  3.46  3.07
H  3.98  4.11  1.68
H  4.29  2.46  2.24
S  6.21  -0.22  -0.56
C  4.61  -0.08  -0.76
N  3.45  -0.02  -0.91
S  0.65  3.23  -1.55
C  1.59  2.11  -0.82

Properties
Energy relative to the best compared isomer or geometry (same formula, charge and spin), kcal per mole: 5.2
2S+1: 4
⟨S²⟩: 3.81
HOMO energy (spin up / spin down), eV: -6.1331 / -7.0096
Charge: 0
Frontier orbital gap (spin up / spin down), eV: 5.29 / 6.16
DFT total energy, Ha: -3400.7400


DFT (wB97M-V/def2-TZVPD) results for a structure of composition C29H43ClFKLiN4O9S2.

Geometry (Å):
C  3.68  0.16  2.42
C  4.47  -0.72  1.42
C  3.66  -1.02  0.11
O  2.65  -1.91  0.52
C  2.02  -2.63  -0.47
O  2.58  -3.19  -1.37
C  0.50  -2.68  -0.32
S  0.04  -2.72  1.46
C  -0.48  -1.00  1.58
C  -1.77  -0.60  2.18
N  -2.27  0.70  2.31
C  -1.36  1.55  1.72
C  -1.69  2.94  1.68
C  -0.88  3.90  1.06
C  0.34  3.52  0.46
C  0.71  2.17  0.52
C  -0.10  1.19  1.12
N  0.36  -0.11  1.07
O  5.77  -0.21  1.03
C  6.26  0.84  1.87
O  6.87  0.59  2.85
C  6.00  2.29  1.37
S  6.02  3.46  2.76
H  3.57  1.21  2.12
H  4.09  0.05  3.43
H  2.66  -0.27  2.47
H  4.61  -1.71  1.90
H  4.35  -1.50  -0.63
H  3.26  -0.08  -0.31
H  0.06  -3.51  -0.89
H  0.12  -1.72  -0.74
H  -2.43  -1.44  2.59
H  -2.62  3.32  2.13
H  -1.14  4.97  1.02
H  1.04  4.21  -0.05
H  1.66  1.86  0.07
H  5.01  2.26  0.88
H  6.71  2.56  0.56
H  4.71  3.52  3.15
C  -3.37  3.94  -2.90
C  -2.83  2.53  -2.75
C  -3.76  1.46  -3.34
O  -4.88  1.25  -2.48
C  -6.06  1.95  -2.86
N  -2.70  2.23  -1.29
H  -4.23  4.13  -2.25
H  -2.60  4.67  -2.62
H  -3.66  4.14  -3.93
H  -1.84  2.45  -3.19
H  -3.22  0.51  -3.36
H  -4.06  1.69  -4.36
H  -6.10  2.15  -3.93
H  -6.13  2.89  -2.30
H  -6.92  1.34  -2.58
H  -2.28  3.00  -0.74
H  -2.14  1.38  -1.12
H  -3.63  2.03  -0.92
O  1.14  7.38  0.92
C  2.24  6.98  0.64
O  2.44  6.06  -0.35
C  3.82  5.69  -0.37
C  4.59  6.85  0.27
C  3.54  7.33  1.30
H  3.92  4.75  0.20
H  4.13  5.51  -1.40
H  5.54  6.54  0.71
H  4.82  7.64  -0.49
H  3.62  6.75  2.26
H  3.60  8.39  1.47
Cl  5.32  9.21  0.38
F  2.83  5.94  3.51
Li  6.13  -2.18  -0.19
K  -3.61  -1.46  0.68
N  -1.40  -6.17  0.66
C  -2.18  -6.85  1.55
C  -2.63  -7.98  0.94
C  -2.10  -7.99  -0.38
C  -1.34  -6.86  -0.52
H  -0.93  -5.29  0.84
H  -2.34  -6.46  2.55
H  -3.28  -8.73  1.38
H  -2.26  -8.75  -1.14
H  -0.77  -6.49  -1.36
O  -7.11  -10.48  -1.06
C  -5.88  -10.47  -0.77
C  -4.98  -10.47  -2.25
O  -3.75  -10.49  -1.98
H  -5.48  -11.33  -0.21
H  -5.49  -9.60  -0.22
H  -5.37  -9.60  -2.81
H  -5.38  -11.33  -2.83

Properties
HOMO energy, eV: -2.4247
Charge: -1
Frontier orbital gap, eV: 0.91
DFT total energy, Ha: -3990.4618


DFT total energy of number 6 (C29H43ClFKLiN4O9S2)? -3990.4618 Ha


Which formula does entry 5 have? C28H31N5O4S2V


The lowest charge belongs to which entry? C3HNO3S4


Copy entry 6 word for word.
DFT (wB97M-V/def2-TZVPD) results for a structure of composition C29H43ClFKLiN4O9S2.

Geometry (Å):
C  3.68  0.16  2.42
C  4.47  -0.72  1.42
C  3.66  -1.02  0.11
O  2.65  -1.91  0.52
C  2.02  -2.63  -0.47
O  2.58  -3.19  -1.37
C  0.50  -2.68  -0.32
S  0.04  -2.72  1.46
C  -0.48  -1.00  1.58
C  -1.77  -0.60  2.18
N  -2.27  0.70  2.31
C  -1.36  1.55  1.72
C  -1.69  2.94  1.68
C  -0.88  3.90  1.06
C  0.34  3.52  0.46
C  0.71  2.17  0.52
C  -0.10  1.19  1.12
N  0.36  -0.11  1.07
O  5.77  -0.21  1.03
C  6.26  0.84  1.87
O  6.87  0.59  2.85
C  6.00  2.29  1.37
S  6.02  3.46  2.76
H  3.57  1.21  2.12
H  4.09  0.05  3.43
H  2.66  -0.27  2.47
H  4.61  -1.71  1.90
H  4.35  -1.50  -0.63
H  3.26  -0.08  -0.31
H  0.06  -3.51  -0.89
H  0.12  -1.72  -0.74
H  -2.43  -1.44  2.59
H  -2.62  3.32  2.13
H  -1.14  4.97  1.02
H  1.04  4.21  -0.05
H  1.66  1.86  0.07
H  5.01  2.26  0.88
H  6.71  2.56  0.56
H  4.71  3.52  3.15
C  -3.37  3.94  -2.90
C  -2.83  2.53  -2.75
C  -3.76  1.46  -3.34
O  -4.88  1.25  -2.48
C  -6.06  1.95  -2.86
N  -2.70  2.23  -1.29
H  -4.23  4.13  -2.25
H  -2.60  4.67  -2.62
H  -3.66  4.14  -3.93
H  -1.84  2.45  -3.19
H  -3.22  0.51  -3.36
H  -4.06  1.69  -4.36
H  -6.10  2.15  -3.93
H  -6.13  2.89  -2.30
H  -6.92  1.34  -2.58
H  -2.28  3.00  -0.74
H  -2.14  1.38  -1.12
H  -3.63  2.03  -0.92
O  1.14  7.38  0.92
C  2.24  6.98  0.64
O  2.44  6.06  -0.35
C  3.82  5.69  -0.37
C  4.59  6.85  0.27
C  3.54  7.33  1.30
H  3.92  4.75  0.20
H  4.13  5.51  -1.40
H  5.54  6.54  0.71
H  4.82  7.64  -0.49
H  3.62  6.75  2.26
H  3.60  8.39  1.47
Cl  5.32  9.21  0.38
F  2.83  5.94  3.51
Li  6.13  -2.18  -0.19
K  -3.61  -1.46  0.68
N  -1.40  -6.17  0.66
C  -2.18  -6.85  1.55
C  -2.63  -7.98  0.94
C  -2.10  -7.99  -0.38
C  -1.34  -6.86  -0.52
H  -0.93  -5.29  0.84
H  -2.34  -6.46  2.55
H  -3.28  -8.73  1.38
H  -2.26  -8.75  -1.14
H  -0.77  -6.49  -1.36
O  -7.11  -10.48  -1.06
C  -5.88  -10.47  -0.77
C  -4.98  -10.47  -2.25
O  -3.75  -10.49  -1.98
H  -5.48  -11.33  -0.21
H  -5.49  -9.60  -0.22
H  -5.37  -9.60  -2.81
H  -5.38  -11.33  -2.83

Properties
HOMO energy, eV: -2.4247
Charge: -1
Frontier orbital gap, eV: 0.91
DFT total energy, Ha: -3990.4618